Density functional theory data (ωB97M-V/def2-TZVPD) for 2 unconnected molecules or ions with the total composition C22H47N2O3 at a distorted geometry.

Output
net charge = +1
total energy = -32690.0912 eV
HOMO energy = -11.05 eV
ΔE to the lowest compared entry with this formula, charge and spin = 236.95 kJ/mol
HOMO-LUMO gap = 8.6 eV

Element x y z (Å)
C (2.96, -0.27, -1.69)
C (1.43, 0.22, -1.68)
C (0.39, -1.00, -1.83)
C (-0.89, -0.64, -0.95)
N (-1.36, -1.74, -0.04)
C (-0.30, -2.19, 0.85)
O (0.70, -1.54, 1.20)
O (-0.47, -3.49, 1.41)
C (-0.32, -4.52, 0.39)
C (1.14, -5.14, 0.56)
C (1.60, -6.12, -0.62)
C (2.93, -5.58, -1.32)
C (2.72, -4.41, -2.39)
C (1.33, -4.46, -3.17)
C (1.49, -3.44, -4.42)
O (0.47, -3.59, -5.42)
C (-0.85, -3.68, -4.85)
H (3.17, -0.64, -0.62)
H (3.14, -1.08, -2.46)
H (3.60, 0.66, -1.83)
H (1.27, 0.74, -0.66)
H (1.18, 0.97, -2.49)
H (0.08, -1.04, -2.94)
H (0.86, -2.00, -1.59)
H (-1.75, -0.46, -1.69)
H (-0.80, 0.31, -0.34)
H (-2.05, -1.29, 0.58)
H (-1.06, -5.36, 0.64)
H (-0.57, -4.18, -0.66)
H (1.12, -5.74, 1.54)
H (1.89, -4.29, 0.74)
H (0.78, -6.40, -1.34)
H (1.90, -7.11, -0.10)
H (3.56, -6.44, -1.74)
H (3.58, -5.13, -0.48)
H (3.54, -4.55, -3.18)
H (2.93, -3.39, -1.92)
H (0.54, -3.98, -2.50)
H (1.00, -5.48, -3.51)
H (1.53, -2.36, -4.04)
H (2.54, -3.64, -4.83)
H (-1.66, -3.32, -5.58)
H (-1.07, -4.79, -4.65)
H (-0.98, -3.11, -3.87)
C (0.96, 6.65, 2.23)
C (-0.52, 6.99, 2.33)
C (-1.37, 6.03, 3.16)
N (-1.81, 4.72, 2.49)
C (-2.67, 3.99, 3.54)
C (-3.01, 2.57, 3.15)
C (-1.76, 1.76, 2.85)
C (-0.96, 2.44, 1.76)
C (-0.60, 3.87, 2.11)
C (-2.65, 5.03, 1.27)
H (1.16, 5.94, 1.43)
H (1.53, 7.55, 1.99)
H (1.35, 6.25, 3.16)
H (-0.94, 7.17, 1.34)
H (-0.58, 7.96, 2.84)
H (-2.30, 6.54, 3.45)
H (-0.84, 5.76, 4.08)
H (-2.10, 3.99, 4.47)
H (-3.57, 4.59, 3.68)
H (-3.56, 2.10, 3.97)
H (-3.68, 2.55, 2.28)
H (-2.03, 0.75, 2.55)
H (-1.15, 1.68, 3.76)
H (-1.51, 2.41, 0.82)
H (-0.03, 1.88, 1.58)
H (-0.13, 4.34, 1.25)
H (0.09, 3.90, 2.96)
H (-2.02, 5.51, 0.52)
H (-3.46, 5.69, 1.57)
H (-3.05, 4.11, 0.86)

***

Density functional theory data (ωB97M-V/def2-TZVPD) for a molecular structure, C47H80F3N12O9SV at a distorted geometry.

Output
net charge = -1
total energy = -131012.6501 eV
HOMO energy (alpha / beta) = -3.65 / -5.69 eV
<S²> = 3.756
HOMO-LUMO gap (alpha / beta) = 5.8 / 7.8 eV
spin multiplicity = 4

Element x y z (Å)
V (-1.29, -15.32, -14.77)
N (-0.63, -13.78, -16.89)
O (-0.70, -12.97, -17.83)
O (-0.97, -14.96, -16.98)
O (-0.48, -13.55, -15.70)
N (0.31, -14.61, -12.68)
O (1.18, -14.05, -12.03)
O (0.49, -15.54, -13.49)
O (-0.79, -14.10, -12.91)
C (0.21, -19.11, -13.54)
F (-0.34, -20.13, -12.90)
F (0.80, -18.35, -12.62)
F (1.15, -19.50, -14.41)
S (-1.17, -18.13, -14.51)
O (-2.17, -19.05, -15.15)
O (-1.81, -17.08, -13.75)
O (-0.53, -17.18, -15.44)
N (5.75, -17.91, -12.54)
C (4.42, -17.61, -12.46)
C (4.29, -16.63, -11.45)
C (5.53, -16.46, -10.80)
C (6.43, -17.21, -11.59)
H (6.24, -18.56, -13.12)
H (3.66, -18.06, -13.09)
H (3.34, -16.17, -11.24)
H (5.78, -15.76, -10.02)
H (7.50, -17.36, -11.49)
N (-6.23, -20.83, -18.70)
C (-5.27, -21.22, -17.86)
C (-4.27, -20.33, -17.94)
C (-4.68, -19.32, -18.88)
C (-5.91, -19.64, -19.27)
H (-7.16, -21.19, -18.85)
H (-5.44, -22.11, -17.28)
H (-3.33, -20.26, -17.41)
H (-4.15, -18.43, -19.19)
H (-6.65, -19.06, -19.79)
N (0.73, -22.83, -17.85)
C (-0.18, -21.90, -17.58)
C (-0.54, -21.93, -16.22)
C (0.18, -22.96, -15.67)
C (1.06, -23.46, -16.66)
H (1.14, -23.02, -18.75)
H (-0.45, -21.21, -18.37)
H (-1.24, -21.27, -15.74)
H (0.08, -23.38, -14.68)
H (1.83, -24.22, -16.59)
N (0.24, -17.27, -20.77)
C (-0.69, -18.17, -21.24)
C (-1.40, -18.77, -20.20)
C (-0.93, -18.12, -19.06)
C (0.15, -17.26, -19.43)
H (0.93, -16.82, -21.35)
H (-0.67, -18.32, -22.31)
H (-2.07, -19.62, -20.25)
H (-1.11, -18.35, -18.02)
H (0.78, -16.59, -18.86)
N (-0.04, -20.72, -8.17)
C (-1.46, -20.87, -8.26)
C (-1.75, -21.61, -9.40)
C (-0.58, -21.81, -10.08)
C (0.44, -21.28, -9.33)
H (0.39, -20.17, -7.44)
H (-2.10, -20.33, -7.58)
H (-2.76, -21.77, -9.74)
H (-0.35, -22.32, -11.00)
H (1.49, -21.19, -9.55)
N (-1.75, -18.36, -10.08)
C (-3.08, -18.25, -10.00)
C (-3.44, -16.96, -10.31)
C (-2.26, -16.28, -10.69)
C (-1.22, -17.19, -10.51)
H (-1.26, -19.20, -9.80)
H (-3.63, -19.14, -9.74)
H (-4.45, -16.61, -10.18)
H (-2.10, -15.26, -11.00)
H (-0.14, -17.09, -10.52)
N (-5.20, -19.33, -14.37)
C (-6.35, -19.11, -15.09)
C (-7.22, -18.55, -14.17)
C (-6.59, -18.26, -12.97)
C (-5.32, -18.83, -13.08)
H (-4.34, -19.74, -14.71)
H (-6.52, -19.36, -16.12)
H (-8.22, -18.18, -14.34)
H (-6.99, -17.72, -12.12)
H (-4.50, -18.85, -12.37)
C (-7.21, -23.37, -13.76)
C (-5.92, -22.57, -14.07)
N (-4.72, -23.33, -13.60)
C (-3.51, -22.52, -13.71)
C (-2.52, -23.13, -12.74)
C (-4.55, -24.63, -14.24)
C (-5.07, -25.79, -13.30)
H (-7.25, -24.23, -14.42)
H (-8.14, -22.78, -13.75)
H (-7.23, -23.70, -12.72)
H (-5.82, -22.31, -15.13)
H (-5.96, -21.64, -13.51)
H (-3.14, -22.48, -14.74)
H (-3.66, -21.45, -13.54)
H (-2.97, -23.22, -11.75)
H (-2.20, -24.14, -13.00)
H (-1.59, -22.56, -12.63)
H (-3.54, -24.90, -14.54)
H (-5.22, -24.75, -15.09)
H (-6.14, -25.92, -13.44)
H (-4.87, -25.58, -12.24)
H (-4.57, -26.70, -13.62)
C (-5.47, -14.42, -13.34)
C (-3.96, -14.65, -13.47)
N (-3.41, -14.83, -14.80)
C (-3.72, -13.65, -15.66)
C (-3.60, -12.22, -15.13)
C (-4.13, -16.04, -15.34)
C (-3.62, -16.63, -16.63)
H (-5.80, -14.26, -12.31)
H (-6.05, -15.27, -13.71)
H (-5.75, -13.50, -13.86)
H (-3.52, -13.82, -12.92)
H (-3.73, -15.53, -12.85)
H (-3.20, -13.74, -16.61)
H (-4.78, -13.70, -15.92)
H (-2.60, -11.98, -14.77)
H (-3.80, -11.63, -16.02)
H (-4.28, -12.03, -14.31)
H (-5.18, -15.83, -15.50)
H (-4.21, -16.85, -14.62)
H (-3.83, -15.97, -17.48)
H (-4.14, -17.56, -16.87)
H (-2.60, -17.00, -16.59)
C (6.33, -24.25, -15.51)
C (4.85, -23.74, -15.35)
N (4.53, -23.16, -14.07)
C (4.92, -24.05, -12.95)
C (4.19, -25.39, -12.77)
C (3.20, -22.65, -13.89)
C (3.20, -21.42, -13.02)
H (6.68, -24.96, -14.76)
H (7.04, -23.43, -15.43)
H (6.43, -24.65, -16.52)
H (4.79, -22.92, -16.07)
H (4.18, -24.54, -15.68)
H (4.86, -23.50, -12.01)
H (5.99, -24.28, -13.00)
H (4.09, -25.96, -13.70)
H (3.23, -25.17, -12.32)
H (4.61, -26.12, -12.08)
H (2.66, -22.35, -14.79)
H (2.56, -23.39, -13.41)
H (3.89, -21.39, -12.17)
H (3.68, -20.61, -13.57)
H (2.19, -21.10, -12.74)

***

Density functional theory data (ωB97M-V/def2-TZVPD) for a molecular structure, C47H51BeN6P2S at a distorted geometry.

Output
net charge = +1
total energy = -88318.1793 eV
HOMO energy = -10.35 eV
ΔE to the lowest compared entry with this formula, charge and spin = 155.94 kJ/mol
HOMO-LUMO gap = 8.2 eV

Element x y z (Å)
Be (0.20, -1.35, -0.42)
C (-1.75, 6.39, 1.64)
S (-2.99, 6.01, 0.39)
C (-2.40, 4.39, -0.14)
C (-1.06, 4.41, -0.85)
C (-0.64, 3.06, -1.41)
N (-0.09, 2.14, -0.38)
P (1.60, 1.85, -0.20)
C (2.37, 3.45, -0.57)
C (2.66, 4.28, 0.51)
C (3.19, 5.54, 0.31)
C (3.46, 5.98, -0.98)
C (3.20, 5.16, -2.06)
C (2.65, 3.90, -1.87)
C (2.02, 0.78, -1.68)
C (3.53, 0.39, -1.77)
C (4.12, 0.34, -3.15)
C (3.38, 0.52, -4.24)
C (1.94, 0.79, -4.16)
C (1.31, 0.95, -2.99)
P (-0.82, 0.71, 0.22)
C (-0.82, 0.95, 2.02)
C (-0.85, 2.23, 2.57)
C (-0.88, 2.41, 3.95)
C (-0.88, 1.30, 4.79)
C (-0.84, 0.02, 4.25)
C (-0.79, -0.15, 2.87)
C (-2.55, 0.89, -0.28)
C (-2.88, 0.59, -1.61)
C (-4.17, 0.75, -2.07)
C (-5.17, 1.18, -1.20)
C (-4.86, 1.45, 0.12)
C (-3.56, 1.31, 0.58)
H (-2.09, 7.28, 2.17)
H (-0.78, 6.59, 1.21)
H (-1.67, 5.57, 2.36)
H (-3.17, 4.00, -0.81)
H (-2.39, 3.73, 0.73)
H (-0.27, 4.77, -0.18)
H (-1.11, 5.13, -1.67)
H (0.12, 3.21, -2.17)
H (-1.50, 2.59, -1.90)
H (2.46, 3.92, 1.52)
H (3.41, 6.18, 1.16)
H (3.88, 6.97, -1.13)
H (3.42, 5.50, -3.07)
H (2.46, 3.27, -2.72)
H (4.19, 0.90, -1.07)
H (5.18, 0.15, -3.23)
H (3.83, 0.46, -5.22)
H (1.38, 0.88, -5.08)
H (0.25, 1.15, -2.97)
H (-0.81, 3.09, 1.92)
H (-0.90, 3.40, 4.36)
H (-0.91, 1.43, 5.86)
H (-0.81, -0.84, 4.90)
H (-0.71, -1.16, 2.47)
H (-2.11, 0.23, -2.28)
H (-4.41, 0.53, -3.11)
H (-6.18, 1.31, -1.56)
H (-5.63, 1.79, 0.80)
H (-3.33, 1.53, 1.62)
C (4.60, -2.01, 0.30)
C (3.66, -2.22, -0.90)
C (3.00, -0.94, -1.26)
N (1.76, -0.62, -1.19)
H (5.03, -2.95, 0.61)
H (4.05, -1.58, 1.14)
H (5.42, -1.33, 0.04)
H (2.89, -2.95, -0.66)
H (4.23, -2.58, -1.76)
C (-4.58, -3.17, -0.20)
C (-3.58, -2.81, 0.88)
N (-2.31, -2.48, 0.26)
C (-1.93, -2.74, -1.01)
N (-0.81, -2.19, -1.46)
C (-0.27, -2.69, -2.74)
C (-1.37, -3.11, -3.70)
C (-2.27, -4.10, -3.01)
N (-2.74, -3.55, -1.74)
C (-3.92, -4.15, -1.15)
H (-4.87, -2.28, -0.75)
H (-5.48, -3.61, 0.24)
H (-3.45, -3.65, 1.56)
H (-3.92, -1.95, 1.46)
H (-1.63, -2.00, 0.83)
H (0.43, -3.51, -2.55)
H (0.31, -1.88, -3.19)
H (-0.94, -3.56, -4.59)
H (-1.94, -2.24, -4.00)
H (-1.73, -5.04, -2.82)
H (-3.15, -4.34, -3.61)
H (-3.66, -5.07, -0.62)
H (-4.59, -4.42, -1.96)
N (4.06, -6.93, 6.55)
C (3.59, -6.26, 5.74)
C (3.01, -5.42, 4.73)
C (3.48, -4.12, 4.55)
C (2.93, -3.32, 3.57)
C (1.90, -3.80, 2.75)
C (1.43, -5.10, 2.95)
C (1.98, -5.90, 3.93)
C (1.33, -2.97, 1.73)
C (0.83, -2.24, 0.89)
H (4.28, -3.75, 5.18)
H (3.28, -2.30, 3.43)
H (0.62, -5.47, 2.33)
H (1.62, -6.91, 4.08)

***

Density functional theory data (ωB97M-V/def2-TZVPD) for a single C3H6N2O molecule.

Output
total energy = -8235.5147 eV
HOMO energy = -9.79 eV
ΔE to the lowest compared entry with this formula, charge and spin = 114.24 kJ/mol
HOMO-LUMO gap = 10.7 eV
structure (SMILES) = C/N=C\NC=O

Element x y z (Å)
C (1.54, -1.15, 0.52)
N (0.64, -1.28, -0.60)
C (-0.25, -0.42, -0.81)
N (-0.63, 0.64, 0.02)
C (-1.68, 1.52, -0.17)
O (-1.93, 2.43, 0.59)
H (2.36, -1.85, 0.37)
H (1.96, -0.13, 0.56)
H (1.07, -1.37, 1.49)
H (-0.65, -0.45, -1.82)
H (-0.13, 0.77, 0.90)
H (-2.29, 1.29, -1.06)

***

Look up the total energy of the second one.
-131012.6501 eV